Formula: C4H3AlF4IN3OS
Source: the OMol25 dataset
Level of theory: wB97M-V/def2-TZVPD

Its net charge is 0. The value obtained for the HOMO energy is -10.09 eV. For the strongest force on any atom, the calculation gives 7.63 eV/A. The total energy is -1731.47820 Eh. The HOMO-LUMO gap comes out at 7.49 eV.

Element x y z (Å)
O  3.0506  -2.9521  -0.5992
C  2.0166  -1.9186  -0.9358
N  2.0103  -0.4810  -0.3787
C  0.8196  0.3038  -0.8836
I  0.1143  2.3425  -0.5184
C  0.1096  -0.8319  -1.8290
N  -1.1633  -0.7955  -2.6452
C  -2.1450  -1.4648  -1.9073
S  -3.0985  -2.3884  -0.7908
N  0.8206  -2.1668  -1.8620
H  3.1563  -3.5121  -1.4458
H  2.7462  -0.0993  0.2654
H  0.5548  -3.0436  -2.3940
F  -1.2025  4.5198  1.9051
Al  -1.7985  3.4015  3.1849
F  -3.1165  4.2020  4.1153
F  -0.4445  2.9867  4.2977
F  -2.4303  1.8977  2.4215



Formula: C4H3AuLiO
Source: the OMol25 dataset
Level of theory: wB97M-V/def2-TZVPD

Its net charge is +2. The multiplicity is 4. The value obtained for the HOMO energy (alpha / beta) is -18.42 / -17.80 eV. As for the expectation value of S²: 3.7816. For the strongest force on any atom, the calculation gives 5.63 eV/A. The total energy is -371.53381 Eh. The HOMO-LUMO gap (alpha / beta) comes out at 7.75 / 4.58 eV.

Element x y z (Å)
C  0.0429  2.1584  1.6368
C  -0.9618  2.5177  1.0189
H  -1.0741  0.7111  -0.4592
Li  2.1124  -1.9845  -0.9288
O  -1.4007  -1.2680  -1.0474
C  -0.5728  -0.3717  -0.7177
C  0.7197  -0.4902  -0.2487
Au  -0.8697  -2.9713  -0.6444
H  1.2360  0.4771  -0.1631
H  0.7681  1.2214  1.5538



Which of these has the highest strongest force on any atom? C4H3AlF4IN3OS



strongest force on any atom of number 1 (C4H3AlF4IN3OS)? 7.63 eV/A